# 1
Formula: C3H12O3
Source: the OMol25 dataset
Level of theory: the ωB97M-V functional and the def2-TZVPD basis

Structure (XYZ):
```
18
Properties=species:S:1:pos:R:3:forces:R:3:nbo_charge:R:1
C -0.2966 -0.7798 -1.0596 -1.4 4.7 -2.8 -0.629
C 0.2541 0.5485 -0.3168 1.0 -2.5 -0.6 0.098
C 1.7345 0.8808 -0.7526 0.2 2.7 0.3 -0.667
O 0.3309 0.1461 1.0642 0.0 0.4 0.3 -0.751
H -1.3101 -0.4868 -1.5653 1.8 -0.5 0.7 0.220
H -0.5672 -1.4686 -0.3733 -0.4 -2.4 2.3 0.224
H 0.3415 -1.1704 -1.8600 0.1 0.2 0.5 0.209
H -0.4431 1.4177 -0.3254 0.6 -0.7 -0.7 0.179
H 1.9214 0.8212 -1.8668 -0.1 -0.6 1.3 0.227
H 2.5691 0.3971 -0.0548 -2.0 0.8 -1.8 0.230
H 1.7835 2.0502 -0.6273 0.4 -2.0 0.2 0.203
H 0.7767 0.8752 1.5117 -0.1 -0.1 0.3 0.468
O -3.0966 1.3214 -0.2647 -1.3 -1.8 0.2 -0.935
H -3.6135 0.6749 0.2893 0.8 0.9 -1.0 0.474
H -2.7627 1.9142 0.3840 0.5 0.9 0.8 0.464
O 0.4310 -2.5936 2.1080 0.9 3.0 -1.0 -0.957
H 1.3084 -2.9217 1.9227 0.4 -0.9 0.1 0.453
H 0.6388 -1.6263 1.7867 -1.3 -2.1 0.8 0.490
```
Positions in Å, forces in eV/Å.

The energy above the lowest of the compared OMol25 structures with the same formula, charge and spin comes out at 28.72 kcal per mole. As for the SMILES: CC(C)O.O.O. Its max |F| is 5.7 eV/Å. As for the multiplicity: 1. The calculation puts the HOMO-LUMO gap at 0.414 hartree.



# 2
Formula: C3H12O3
Source: the OMol25 dataset
Level of theory: the ωB97M-V functional and the def2-TZVPD basis

Structure (XYZ):
```
18
Properties=species:S:1:pos:R:3:forces:R:3:nbo_charge:R:1
C -0.4981 -2.1627 -1.2800 -4.0 -2.4 -1.2 -0.671
C -0.9722 -1.4046 0.0005 0.6 1.9 -0.6 0.101
C -1.0864 0.1845 -0.4395 -1.2 -1.6 2.4 -0.636
O -2.2957 -1.7130 0.5483 1.3 -0.8 -1.5 -0.717
H -0.9483 -3.2870 -1.3071 1.4 2.2 0.6 0.207
H -1.2616 -1.7245 -1.9966 1.5 -0.3 -0.2 0.199
H 0.5379 -2.2224 -1.7136 -1.0 0.7 1.0 0.247
H -0.2122 -1.6402 0.7664 -0.6 0.7 0.2 0.175
H -0.1525 0.5151 -0.8566 0.1 0.1 -0.9 0.203
H -2.0613 0.2558 -1.0982 2.2 0.2 1.3 0.217
H -1.1537 0.7767 0.5490 -0.5 -0.8 -1.6 0.211
H -2.8005 -2.1365 -0.1745 0.2 0.3 0.6 0.464
O 5.8309 0.5346 -1.2318 0.4 0.5 -1.3 -0.947
H 5.0931 1.0836 -0.9788 -0.2 -0.1 0.5 0.474
H 6.0355 -0.1092 -0.5733 -0.2 -0.4 0.9 0.473
O -1.6323 4.4747 3.3609 -2.1 -0.1 -0.8 -0.968
H -0.8550 4.6682 3.8530 1.2 -0.4 -0.1 0.481
H -1.5675 3.9068 2.5717 0.8 0.5 1.0 0.486
```
Positions in Å, forces in eV/Å.

The energy above the lowest of the compared OMol25 structures with the same formula, charge and spin comes out at 39.60 kcal per mole. As for the SMILES: CC(C)O.O.O. Its max |F| is 4.9 eV/Å. As for the multiplicity: 1. The calculation puts the HOMO-LUMO gap at 0.397 hartree.



> What is the formula in the first record?

C3H12O3



> Among the records above, which one has the lowest energy above the lowest of the compared OMol25 structures with the same formula, charge and spin?

number 1



Please write out number 2 again, unchanged.
Formula: C3H12O3
Source: the OMol25 dataset
Level of theory: the ωB97M-V functional and the def2-TZVPD basis

Structure (XYZ):
```
18
Properties=species:S:1:pos:R:3:forces:R:3:nbo_charge:R:1
C -0.4981 -2.1627 -1.2800 -4.0 -2.4 -1.2 -0.671
C -0.9722 -1.4046 0.0005 0.6 1.9 -0.6 0.101
C -1.0864 0.1845 -0.4395 -1.2 -1.6 2.4 -0.636
O -2.2957 -1.7130 0.5483 1.3 -0.8 -1.5 -0.717
H -0.9483 -3.2870 -1.3071 1.4 2.2 0.6 0.207
H -1.2616 -1.7245 -1.9966 1.5 -0.3 -0.2 0.199
H 0.5379 -2.2224 -1.7136 -1.0 0.7 1.0 0.247
H -0.2122 -1.6402 0.7664 -0.6 0.7 0.2 0.175
H -0.1525 0.5151 -0.8566 0.1 0.1 -0.9 0.203
H -2.0613 0.2558 -1.0982 2.2 0.2 1.3 0.217
H -1.1537 0.7767 0.5490 -0.5 -0.8 -1.6 0.211
H -2.8005 -2.1365 -0.1745 0.2 0.3 0.6 0.464
O 5.8309 0.5346 -1.2318 0.4 0.5 -1.3 -0.947
H 5.0931 1.0836 -0.9788 -0.2 -0.1 0.5 0.474
H 6.0355 -0.1092 -0.5733 -0.2 -0.4 0.9 0.473
O -1.6323 4.4747 3.3609 -2.1 -0.1 -0.8 -0.968
H -0.8550 4.6682 3.8530 1.2 -0.4 -0.1 0.481
H -1.5675 3.9068 2.5717 0.8 0.5 1.0 0.486
```
Positions in Å, forces in eV/Å.

The energy above the lowest of the compared OMol25 structures with the same formula, charge and spin comes out at 39.60 kcal per mole. As for the SMILES: CC(C)O.O.O. Its max |F| is 4.9 eV/Å. As for the multiplicity: 1. The calculation puts the HOMO-LUMO gap at 0.397 hartree.